[1]
Density functional theory data (ωB97M-V with the def2-TZVPD basis set) for a cluster of 2 separate species, C3H6N2O3S in total.

Structure (XYZ):
```
15
Properties=species:S:1:pos:R:3
C -1.1988 0.8816 -0.0276
C -2.0129 -0.2371 0.4915
C 0.0268 0.2224 0.7027
N -0.8847 -0.6862 1.2700
N 1.7505 0.6648 -1.4179
O -1.1170 1.8057 -0.8284
O 2.4469 -0.9174 0.4468
O 0.5581 -1.4319 -1.0538
S 1.2904 -0.4668 -0.3246
H -2.8052 0.0125 1.1383
H -2.3179 -0.9063 -0.2989
H 0.8917 0.9223 1.9585
H -0.8936 -1.6513 1.3836
H 2.5035 1.3429 -1.1129
H 1.7621 0.4448 -2.3273
```

Values from the calculation:
Calculated total energy = -851.1672 Ha
ΔE to the lowest compared entry with this formula, charge and spin = 437.01 kJ/mol
Molecular weight = 150.2 g mol⁻¹
Frontier orbital gap = 9.20 eV
Lowest unoccupied orbital energy = -0.31 eV



[2]
Density functional theory data (ωB97M-V with the def2-TZVPD basis set) for an isolated molecule of C3H6N2OS.

Structure (XYZ):
```
13
Properties=species:S:1:pos:R:3
H 1.8734 1.1586 0.6497
N 1.0681 1.7524 0.8524
C 0.0148 1.0711 0.6572
C -1.3202 1.6297 1.0855
N -0.0676 -0.0625 -0.1902
S 1.3539 -0.7033 -0.9259
C -1.2096 -0.9196 -0.0728
O -1.3127 -2.0108 -0.5922
H -1.0354 2.5098 1.6450
H -1.9207 1.9630 0.2147
H -1.8485 0.9831 1.8220
H 1.8724 -1.4279 0.1599
H -2.0155 -0.3639 0.4067
```

Values from the calculation:
Calculated total energy = -700.8202 Ha
SMILES = [H]/N=C(/C)N(S)C=O
ΔE to the lowest compared entry with this formula, charge and spin = 181.05 kJ/mol
Molecular weight = 118.2 g mol⁻¹
Frontier orbital gap = 10.42 eV
Lowest unoccupied orbital energy = 0.44 eV



- Which of these has the highest molecular weight?
  C3H6N2O3S



- Which of these has the highest ΔE to the lowest compared entry with this formula, charge and spin?
  C3H6N2O3S



- Which formula does entry 1 have?
  C3H6N2O3S